The following is a DFT calculation (the ωB97M-V functional and the def2-TZVPD basis) of a molecular structure, C38H75GeN3P2SSi3Ti.

Cartesian coordinates (Å):
Ti (-0.336, -0.133, -0.294)
C (-3.732, 2.942, 1.732)
C (-3.404, 1.885, 0.677)
C (-4.495, 1.785, -0.390)
P (-1.721, 2.059, -0.067)
C (-1.636, 3.485, -1.231)
C (-2.283, 4.799, -0.781)
C (-2.224, 3.102, -2.598)
C (-0.649, 2.351, 1.357)
C (-0.154, 3.584, 1.791)
C (0.555, 3.705, 2.972)
C (1.050, 5.035, 3.461)
C (0.793, 2.542, 3.710)
C (0.385, 1.302, 3.264)
C (-0.356, 1.190, 2.084)
N (-0.780, -0.078, 1.555)
C (-1.282, -1.103, 2.397)
C (-1.569, -0.943, 3.747)
C (-1.899, -2.047, 4.523)
C (-1.957, -3.329, 3.991)
C (-2.261, -4.526, 4.845)
C (-1.779, -3.460, 2.615)
C (-1.487, -2.364, 1.813)
P (-1.609, -2.338, 0.014)
C (-1.480, -4.041, -0.662)
C (-1.204, -4.046, -2.167)
C (-2.702, -4.923, -0.357)
C (-3.293, -1.626, -0.311)
C (-3.728, -1.776, -1.770)
C (-4.395, -2.071, 0.652)
H (-4.689, 2.693, 2.193)
H (-3.827, 3.936, 1.300)
H (-2.982, 2.981, 2.522)
H (-3.325, 0.923, 1.197)
H (-4.707, 2.762, -0.824)
H (-5.419, 1.429, 0.067)
H (-4.234, 1.105, -1.204)
H (-0.555, 3.630, -1.343)
H (-3.362, 4.685, -0.687)
H (-2.111, 5.555, -1.549)
H (-1.903, 5.192, 0.157)
H (-1.837, 3.784, -3.358)
H (-3.307, 3.214, -2.593)
H (-1.998, 2.079, -2.894)
H (-0.336, 4.475, 1.206)
H (0.931, 5.809, 2.705)
H (2.106, 4.982, 3.732)
H (0.505, 5.349, 4.352)
H (1.351, 2.608, 4.636)
H (0.645, 0.419, 3.822)
H (-1.511, 0.029, 4.213)
H (-2.091, -1.903, 5.579)
H (-2.150, -4.295, 5.903)
H (-1.595, -5.357, 4.609)
H (-3.284, -4.870, 4.686)
H (-1.874, -4.443, 2.176)
H (-0.605, -4.446, -0.144)
H (-2.076, -3.715, -2.729)
H (-0.984, -5.068, -2.480)
H (-0.358, -3.421, -2.440)
H (-3.534, -4.665, -1.011)
H (-3.055, -4.864, 0.668)
H (-2.440, -5.961, -0.565)
H (-3.121, -0.558, -0.135)
H (-3.990, -2.806, -2.003)
H (-2.969, -1.444, -2.478)
H (-4.625, -1.176, -1.935)
H (-4.739, -3.079, 0.421)
H (-5.251, -1.402, 0.542)
H (-4.080, -2.043, 1.695)
C (1.568, 3.088, -3.662)
N (0.944, 1.953, -3.000)
C (0.124, 1.098, -3.611)
S (-0.457, -0.305, -2.789)
N (-0.229, 1.331, -4.866)
C (-1.151, 0.553, -5.689)
H (2.276, 3.538, -2.973)
H (0.825, 3.841, -3.931)
H (2.119, 2.769, -4.551)
H (1.340, 1.635, -2.126)
H (0.174, 2.144, -5.309)
H (-2.039, 1.145, -5.907)
H (-1.438, -0.350, -5.163)
H (-0.657, 0.283, -6.620)
C (2.245, -2.829, -2.761)
Si (3.182, -1.307, -2.192)
C (4.937, -1.870, -1.847)
C (3.294, -0.131, -3.661)
Ge (2.219, -0.359, -0.149)
Si (2.901, -2.030, 1.490)
C (4.764, -2.005, 1.666)
C (2.348, -3.710, 0.871)
C (2.222, -1.772, 3.211)
Si (3.492, 1.642, 0.382)
C (3.879, 1.757, 2.206)
C (2.640, 3.254, -0.136)
C (5.117, 1.514, -0.536)
H (2.923, -3.494, -3.302)
H (1.436, -2.555, -3.439)
H (1.828, -3.398, -1.929)
H (5.363, -2.159, -2.812)
H (4.969, -2.754, -1.208)
H (5.582, -1.106, -1.418)
H (3.994, -0.587, -4.368)
H (3.687, 0.858, -3.419)
H (2.345, -0.024, -4.184)
H (5.320, -2.054, 0.731)
H (5.042, -2.881, 2.261)
H (5.105, -1.129, 2.217)
H (2.871, -4.014, -0.038)
H (1.274, -3.726, 0.669)
H (2.551, -4.461, 1.639)
H (2.536, -0.814, 3.626)
H (2.654, -2.555, 3.841)
H (1.137, -1.861, 3.275)
H (2.982, 1.881, 2.806)
H (4.513, 2.636, 2.361)
H (4.425, 0.892, 2.578)
H (1.599, 3.156, -0.454)
H (3.205, 3.747, -0.930)
H (2.632, 3.938, 0.717)
H (5.715, 0.681, -0.162)
H (5.694, 2.429, -0.371)
H (4.997, 1.387, -1.613)

ΔE to the lowest compared entry with this formula, charge and spin in kJ/mol: 0.00
Molar mass in g/mol: 872.79
Calculated total energy in eV: -177763.073
Total charge: +2

=====

The following is a DFT calculation (the ωB97M-V functional and the def2-TZVPD basis) of 5 unconnected molecules or ions with the total composition C38H76Br2ClN2O15S in a non-equilibrium geometry.

Cartesian coordinates (Å):
C (-1.385, 0.603, 4.744)
C (-1.084, 2.092, 4.987)
O (-0.941, 2.826, 3.770)
C (-2.174, 3.157, 3.147)
C (-2.298, 2.416, 1.797)
O (-2.362, 3.340, 0.715)
C (-3.546, 3.352, -0.076)
C (-3.094, 3.282, -1.514)
O (-2.554, 1.988, -1.798)
C (-1.778, 1.934, -2.986)
C (-0.412, 1.303, -2.700)
C (0.398, 1.477, -3.994)
C (0.504, 2.912, -4.594)
C (-0.665, -0.231, -2.399)
C (-0.150, -1.323, -3.370)
C (1.324, -1.412, -3.807)
C (1.794, -2.854, -4.116)
S (3.592, -3.055, -3.956)
C (-0.600, -0.507, -0.832)
C (0.208, -1.730, -0.368)
C (1.714, -1.862, -0.661)
C (-2.069, -0.867, -0.454)
C (-2.404, -1.009, 1.032)
N (-3.842, -1.389, 1.124)
C (-0.256, 0.914, -0.277)
C (0.338, 1.095, 1.128)
C (1.571, 0.315, 1.574)
C (1.963, 0.766, 3.011)
Cl (1.890, -0.659, 4.111)
N (0.141, 1.885, -1.405)
C (1.424, 2.633, -1.485)
Br (2.994, 1.492, -1.662)
C (1.625, 3.801, -0.488)
C (0.340, 4.480, 0.008)
Br (2.879, 3.546, 0.999)
H (-0.677, -0.012, 5.297)
H (-1.304, 0.366, 3.683)
H (-2.396, 0.342, 5.060)
H (-0.130, 2.200, 5.501)
H (-1.845, 2.570, 5.608)
H (-2.159, 4.228, 2.943)
H (-3.027, 2.920, 3.786)
H (-1.353, 1.875, 1.689)
H (-3.123, 1.701, 1.781)
H (-4.012, 4.338, 0.031)
H (-4.261, 2.572, 0.181)
H (-3.939, 3.464, -2.185)
H (-2.331, 4.062, -1.610)
H (-2.266, 1.370, -3.784)
H (-1.681, 2.957, -3.354)
H (1.413, 1.136, -3.814)
H (-0.059, 0.849, -4.752)
H (-0.147, 3.033, -5.457)
H (1.528, 3.118, -4.897)
H (0.200, 3.669, -3.867)
H (-1.734, -0.306, -2.594)
H (-0.443, -2.278, -2.925)
H (-0.754, -1.257, -4.279)
H (2.026, -0.920, -3.142)
H (1.428, -0.875, -4.752)
H (1.582, -3.053, -5.164)
H (1.262, -3.569, -3.488)
H (3.737, -2.865, -2.634)
H (-0.275, -2.601, -0.812)
H (0.087, -1.880, 0.702)
H (2.241, -2.217, 0.226)
H (1.879, -2.618, -1.425)
H (2.198, -0.948, -0.981)
H (-2.309, -1.828, -0.913)
H (-2.782, -0.145, -0.857)
H (-2.297, -0.074, 1.586)
H (-1.835, -1.791, 1.533)
H (-4.345, -0.756, 1.729)
H (-3.933, -2.320, 1.507)
H (-1.272, 1.281, -0.098)
H (0.467, 2.143, 1.395)
H (-0.468, 0.749, 1.780)
H (1.392, -0.749, 1.669)
H (2.456, 0.445, 0.956)
H (1.289, 1.513, 3.420)
H (2.988, 1.121, 3.045)
H (-0.534, 2.645, -1.253)
H (1.425, 3.118, -2.456)
H (2.170, 4.555, -1.048)
H (-0.526, 4.323, -0.640)
H (0.097, 4.209, 1.034)
H (0.502, 5.557, 0.027)
C (6.224, -9.978, -5.703)
O (4.923, -9.435, -5.459)
C (4.925, -8.158, -5.085)
O (5.896, -7.462, -4.944)
O (3.660, -7.779, -4.892)
C (3.517, -6.417, -4.484)
H (6.073, -11.013, -5.996)
H (6.720, -9.440, -6.508)
H (6.830, -9.941, -4.800)
H (3.907, -5.740, -5.239)
H (4.020, -6.245, -3.534)
H (2.451, -6.244, -4.361)
C (-2.904, -6.810, 2.661)
O (-2.258, -6.244, 3.805)
C (-1.366, -5.299, 3.526)
O (-1.083, -4.895, 2.424)
O (-0.846, -4.864, 4.671)
C (0.150, -3.855, 4.509)
H (-3.594, -7.558, 3.039)
H (-3.457, -6.048, 2.116)
H (-2.177, -7.286, 2.006)
H (-0.268, -2.980, 4.013)
H (0.999, -4.236, 3.944)
H (0.480, -3.576, 5.506)
C (4.411, 0.786, 5.910)
O (4.568, 0.887, 7.325)
C (5.227, -0.137, 7.870)
O (5.669, -1.084, 7.274)
O (5.308, 0.072, 9.182)
C (5.997, -0.955, 9.901)
H (3.864, 1.674, 5.600)
H (5.383, 0.772, 5.417)
H (3.840, -0.103, 5.640)
H (7.026, -1.041, 9.556)
H (5.486, -1.909, 9.790)
H (5.987, -0.656, 10.944)
C (-4.586, 8.403, -2.976)
O (-5.664, 8.188, -3.886)
C (-6.064, 6.923, -3.986)
O (-5.598, 5.984, -3.389)
O (-7.067, 6.873, -4.855)
C (-7.612, 5.568, -5.067)
H (-4.373, 9.467, -3.001)
H (-4.872, 8.114, -1.966)
H (-3.702, 7.849, -3.289)
H (-8.018, 5.167, -4.141)
H (-6.855, 4.897, -5.468)
H (-8.412, 5.686, -5.792)

ΔE to the lowest compared entry with this formula, charge and spin in kJ/mol: 100.87
Molar mass in g/mol: 1028.35
Calculated total energy in eV: -237765.063
Total charge: +1

=====

The following is a DFT calculation (the ωB97M-V functional and the def2-TZVPD basis) of a molecular structure, C38H79F4NO17SSi2 in a non-equilibrium geometry.

Cartesian coordinates (Å):
C (-2.934, 2.790, 4.166)
C (-3.617, 2.863, 2.757)
C (-5.042, 3.437, 2.821)
O (-5.958, 2.726, 2.992)
O (-5.162, 4.822, 2.680)
C (-5.425, 5.324, 4.004)
C (-5.831, 6.814, 4.037)
Si (-4.452, 8.046, 3.547)
S (-5.400, 9.967, 3.429)
C (-3.240, 8.011, 5.044)
C (-2.307, 6.805, 5.060)
O (-1.648, 6.577, 5.971)
F (-2.199, 5.991, 3.988)
O (-3.785, 7.479, 2.119)
Si (-2.773, 8.511, 1.256)
O (-3.537, 9.950, 0.784)
C (-2.467, 7.611, -0.406)
C (-1.311, 6.564, -0.155)
C (-1.467, 5.334, -1.013)
F (-2.119, 4.264, -0.529)
C (-0.922, 5.342, -2.250)
F (0.372, 5.477, -2.414)
F (-1.717, 5.195, -3.306)
N (-1.181, 8.744, 1.931)
C (-1.042, 9.522, 2.932)
C (-0.049, 9.081, 4.031)
C (-1.688, 10.887, 3.159)
H (-1.963, 3.305, 4.131)
H (-3.538, 3.306, 4.927)
H (-2.751, 1.763, 4.510)
H (-3.634, 1.866, 2.299)
H (-3.028, 3.544, 2.118)
H (-6.281, 4.751, 4.410)
H (-4.575, 5.142, 4.686)
H (-6.150, 7.079, 5.061)
H (-6.698, 6.982, 3.372)
H (-5.689, 10.204, 4.741)
H (-2.725, 8.967, 5.193)
H (-3.907, 7.885, 5.918)
H (-3.789, 9.875, -0.147)
H (-2.205, 8.330, -1.199)
H (-3.381, 7.050, -0.680)
H (-0.355, 7.089, -0.297)
H (-1.365, 6.267, 0.908)
H (-0.403, 9.333, 5.042)
H (0.265, 8.039, 3.904)
H (0.856, 9.706, 3.867)
H (-0.906, 11.535, 3.605)
H (-2.490, 10.854, 3.917)
H (-2.007, 11.392, 2.239)
C (1.466, -1.706, 6.331)
O (1.242, -1.675, 4.938)
C (-0.132, -1.496, 4.621)
C (-0.287, -0.972, 3.206)
O (-0.065, 0.429, 3.092)
C (1.289, 0.859, 3.180)
C (2.090, 0.518, 1.940)
O (2.525, -0.834, 1.985)
C (2.858, -1.325, 0.704)
H (0.918, -2.533, 6.796)
H (2.533, -1.847, 6.498)
H (1.168, -0.756, 6.788)
H (-0.596, -0.795, 5.324)
H (-0.627, -2.474, 4.703)
H (-1.328, -1.120, 2.908)
H (0.334, -1.526, 2.500)
H (1.771, 0.493, 4.088)
H (1.239, 1.948, 3.262)
H (2.984, 1.154, 1.887)
H (1.469, 0.691, 1.052)
H (1.978, -1.313, 0.050)
H (3.198, -2.354, 0.810)
H (3.663, -0.728, 0.260)
C (0.295, 2.951, -4.375)
O (1.110, 1.799, -4.423)
C (1.760, 1.567, -3.185)
C (2.197, 0.120, -3.077)
O (1.139, -0.758, -2.706)
C (0.176, -1.051, -3.714)
C (0.695, -1.985, -4.790)
O (1.462, -1.267, -5.744)
C (2.309, -2.114, -6.491)
H (0.892, 3.839, -4.151)
H (-0.177, 3.075, -5.348)
H (-0.493, 2.826, -3.622)
H (1.086, 1.806, -2.353)
H (2.642, 2.220, -3.138)
H (2.923, 0.052, -2.263)
H (2.694, -0.223, -3.985)
H (-0.240, -0.137, -4.140)
H (-0.637, -1.563, -3.193)
H (-0.152, -2.444, -5.317)
H (1.304, -2.771, -4.328)
H (3.032, -2.610, -5.833)
H (2.858, -1.501, -7.204)
H (1.726, -2.862, -7.039)
C (3.511, -7.254, -11.425)
O (4.197, -7.159, -10.196)
C (4.927, -5.946, -10.082)
C (5.222, -5.638, -8.627)
O (4.123, -5.054, -7.936)
C (3.050, -5.934, -7.609)
C (3.386, -6.888, -6.479)
O (4.134, -7.991, -6.967)
C (4.831, -8.659, -5.937)
H (4.211, -7.220, -12.267)
H (2.980, -8.205, -11.442)
H (2.776, -6.446, -11.517)
H (4.360, -5.118, -10.523)
H (5.871, -6.070, -10.628)
H (6.009, -4.880, -8.601)
H (5.598, -6.515, -8.098)
H (2.688, -6.462, -8.492)
H (2.239, -5.285, -7.269)
H (2.457, -7.279, -6.042)
H (3.954, -6.355, -5.708)
H (5.558, -7.987, -5.466)
H (5.371, -9.493, -6.383)
H (4.137, -9.046, -5.183)
C (1.328, -4.668, 3.742)
O (0.247, -5.560, 3.945)
C (-0.763, -5.402, 2.963)
C (-1.628, -6.645, 2.886)
O (-1.040, -7.698, 2.129)
C (0.032, -8.399, 2.750)
C (-0.416, -9.327, 3.862)
O (-0.623, -8.600, 5.064)
C (-1.436, -9.303, 5.978)
H (0.989, -3.632, 3.792)
H (2.062, -4.839, 4.529)
H (1.806, -4.864, 2.775)
H (-0.314, -5.209, 1.982)
H (-1.385, -4.544, 3.254)
H (-2.541, -6.383, 2.346)
H (-1.925, -6.992, 3.877)
H (0.810, -7.712, 3.087)
H (0.468, -9.014, 1.958)
H (0.365, -10.075, 4.052)
H (-1.340, -9.836, 3.562)
H (-2.432, -9.474, 5.554)
H (-1.543, -8.691, 6.872)
H (-0.978, -10.259, 6.253)

Molar mass in g/mol: 986.27
Calculated total energy in eV: -114440.525